The following is a quantum chemistry calculation of C20H21N3O5S2 in the gas phase, from the Open Molecules 2025 dataset.

Computed properties:
- 2S+1: 1
- Gap between HOMO and LUMO: 9.2 eV
- SMILES string: CCOC(=O)c1cnn(CCOC(=O)Cc2cccs2)c1NC(=O)Cc1cccs1
- ΔE to the lowest compared entry with this formula, charge and spin: 0.0 kJ/mol
- Highest occupied orbital energy: -8.672 eV

Cartesian coordinates (Å):
1 C -3.52078 -2.92128 1.52401
2 C -2.51013 -3.21688 0.42469
3 H -2.47344 -4.28420 0.19756
4 H -2.76067 -2.64920 -0.47762
5 O -1.18507 -2.87909 0.82869
6 C -0.83142 -1.59711 0.71296
7 O -1.56239 -0.72998 0.26345
8 C 0.51963 -1.33224 1.16180
9 C 1.09346 -0.05355 1.17578
10 N 2.35784 -0.19811 1.61186
11 N 2.63398 -1.48577 1.87967
12 C 1.55168 -2.17536 1.62267
13 H 1.52423 -3.23617 1.76453
14 C 3.42292 0.76630 1.64213
15 H 4.08344 0.51299 2.47301
16 H 2.99777 1.75965 1.79777
17 C 4.23289 0.71232 0.33414
18 H 4.88658 -0.16154 0.32556
19 H 4.81579 1.63258 0.22974
20 O 3.40448 0.53091 -0.80772
21 C 2.62318 1.52830 -1.21811
22 O 2.59541 2.62468 -0.72591
23 C 1.80478 1.10914 -2.42744
24 C 1.18740 -0.24580 -2.31822
25 C -0.10251 -0.58110 -2.59082
26 C -0.35842 -1.96306 -2.44561
27 C 0.74194 -2.65775 -2.06691
28 S 2.11719 -1.64270 -1.88167
29 H 0.83557 -3.70744 -1.87240
30 H -1.32023 -2.41089 -2.62037
31 H -0.84959 0.13333 -2.88487
32 H 1.02853 1.85739 -2.59743
33 H 2.49441 1.12934 -3.27958
34 N 0.44246 1.09013 0.77249
35 C 0.52423 2.35204 1.29322
36 O 1.26881 2.66978 2.19056
37 C -0.40247 3.34253 0.60027
38 C -1.67666 2.73986 0.12327
39 C -2.75240 2.35497 0.86335
40 C -3.77942 1.76920 0.09039
41 C -3.47303 1.71162 -1.22798
42 S -1.92369 2.37770 -1.55609
43 H -4.05773 1.32012 -2.03614
44 H -4.70281 1.40504 0.50327
45 H -2.80763 2.48471 1.92974
46 H -0.59225 4.15480 1.30580
47 H 0.17010 3.75080 -0.23722
48 H -0.41344 0.85218 0.26077
49 H -3.24415 -3.44051 2.43840
50 H -3.55085 -1.85197 1.71943
51 H -4.50750 -3.25071 1.21112

Atoms 1-3, force components in eV/Å:
0.37 0.01 -0.18
-0.55 0.06 -0.15
0.02 0.13 -0.01